(1)
A cluster of 11 separate species, C31H33F10NO32 in total, computed with ωB97M-V/def2-TZVPD.

Last column: Mulliken charge in e.
Positions of all 107 atoms, in Å:
F1 5.3366 2.8388 6.9785  -0.29
F2 1.4670 -2.8636 -5.3887  -0.26
F3 1.2427 -5.5851 3.1526  -0.28
F4 -2.8037 -6.6259 -1.8364  -0.25
F5 9.4396 3.0726 -0.5491  -0.28
F6 7.3290 8.0758 -1.9356  -0.27
F7 -1.1069 0.7973 8.1968  -0.26
F8 -9.0430 6.0197 2.7611  -0.28
F9 -10.8787 -5.3579 1.4754  -0.26
F10 -0.7229 1.6838 0.9753  -0.26
O1 4.4791 4.6413 5.9565  -0.28
O2 9.4494 0.5618 -2.5465  -0.29
O3 -9.2231 -3.9016 4.0800  -0.30
O4 4.5500 5.3561 -3.3132  -0.61
O5 10.9039 1.8057 -1.6430  -0.31
O6 2.4173 -0.1072 0.0725  -0.53
O7 3.8782 -6.9379 2.1672  -0.32
O8 3.2361 -0.9894 -7.4561  -0.32
O9 0.2284 -0.6646 0.5626  -0.33
O10 5.6425 7.3284 -3.3393  -0.29
O11 3.9186 -5.9102 0.0192  -0.55
O12 -3.8790 0.8857 8.1465  -0.34
O13 -2.6594 -0.8649 7.8884  -0.32
O14 -6.2912 5.7127 0.7417  -0.29
O15 -8.2226 -2.1702 2.9749  -0.59
O16 -2.6593 0.7954 -5.6551  -0.47
O17 -9.1196 -3.9960 1.9707  -0.31
O18 4.7266 6.7795 -1.5376  -0.32
O19 2.0504 -6.1628 1.1599  -0.28
O20 0.5740 1.1362 -0.7017  -0.29
O21 -2.8812 -6.2837 -6.2945  -0.53
O22 -6.8423 6.7287 2.6927  -0.28
O23 11.1114 -0.4525 -1.4280  -0.57
O24 -2.4777 -8.0478 -4.9035  -0.31
O25 2.2314 -1.1885 -9.4762  -0.58
O26 -4.5633 -0.2423 -5.5760  -0.50
O27 1.5383 -2.2509 -7.5897  -0.28
O28 -3.2038 -6.1713 -4.0564  -0.27
O29 6.0031 4.7311 4.3706  -0.30
O30 -4.7024 -1.1252 8.9511  -0.54
O31 -4.6277 6.9547 1.7886  -0.54
O32 4.9202 6.6691 5.0779  -0.58
N1 -3.6466 0.3191 -6.2186  0.77
C1 -8.8725 -3.2404 3.0114  0.72
C2 4.9616 3.3244 5.7547  0.30
C3 6.2142 3.4817 4.8477  -0.31
C4 -5.8099 6.5129 1.7065  0.64
C5 1.2275 0.1500 0.0279  0.66
C6 10.4731 0.5391 -1.7785  0.69
C7 4.8752 6.4647 -2.7907  0.73
C8 5.1082 5.4379 5.1648  0.68
C9 -0.7071 1.1430 -0.1749  0.26
C10 8.8912 1.8200 -2.5052  -0.28
C11 -2.8867 -6.7902 -5.1873  0.66
C12 -1.0537 -0.2840 0.0235  -0.40
C13 -10.2725 -4.8582 3.7656  -0.39
C14 -3.8263 -0.4407 8.4117  0.69
C15 -3.8322 0.6338 -7.6550  -0.63
C16 2.2280 -2.6809 -6.4557  0.25
C17 2.3281 -1.4248 -8.2631  0.72
C18 -7.6740 5.3647 0.9407  -0.32
C19 1.5518 -6.6239 2.4104  0.36
C20 -7.9923 6.4299 1.9581  0.28
C21 6.0448 8.2872 -2.3719  0.26
C22 3.3326 -6.3593 1.0182  0.64
C23 -3.2307 -7.0879 -3.0050  0.26
C24 3.1397 -1.4930 -6.1409  -0.34
C25 9.8336 2.6501 -1.7184  0.27
C26 2.7863 -7.3238 3.0191  -0.39
C27 -9.8685 -5.2220 2.3286  0.28
C28 -1.9363 0.2381 7.3849  0.28
C29 -2.2422 -8.1631 -3.5729  -0.40
C30 4.9703 8.1128 -1.2784  -0.30
C31 -3.0300 1.2417 7.0918  -0.41
H1 -9.2389 -6.1118 2.3340  0.27
H2 2.5679 -8.3901 3.0776  0.24
H3 -2.9887 0.1479 -8.1454  0.26
H4 4.0832 8.7214 -1.4536  0.27
H5 4.0743 -1.8281 -5.6911  0.29
H6 5.2855 8.2041 -0.2389  0.27
H7 8.5053 2.1870 -3.4563  0.32
H8 7.9793 1.8486 -1.9087  0.22
H9 2.5265 -0.8207 -5.5408  0.28
H10 -4.7689 0.2235 -8.0323  0.29
H11 -4.1489 -7.6645 -2.8932  0.28
H12 6.0139 2.8569 3.9774  0.26
H13 2.7960 -3.6094 -6.5145  0.25
H14 10.1870 3.5778 -2.1684  0.20
H15 -1.2256 -7.9142 -3.2687  0.27
H16 -11.2805 -4.4810 3.5929  0.26
H17 -3.7605 1.7186 -7.7347  0.28
H18 -2.8584 2.2996 6.8929  0.31
H19 -1.3201 -0.9485 -0.7985  0.30
H20 2.9790 -7.1343 4.0751  0.30
H21 4.1400 2.6904 5.4215  0.25
H22 -10.4317 -5.6840 4.4590  0.32
H23 7.1506 3.2921 5.3724  0.27
H24 -3.6308 0.8647 6.2641  0.29
H25 -8.2789 7.3179 1.3946  0.28
H26 -7.8102 4.3662 1.3562  0.27
H27 -1.3919 1.7120 -0.8036  0.34
H28 -2.3700 -9.1520 -3.1327  0.30
H29 -8.1991 5.4716 -0.0085  0.24
H30 -1.8181 -0.4271 0.7873  0.26
H31 -1.3960 -0.1545 6.5235  0.31
H32 0.6712 -7.2646 2.4570  0.27
H33 6.1061 9.2502 -2.8788  0.26

The HOMO energy comes out at -0.402 hartree. As for the SMILES: O=C1OC[C@@H](F)O1.O=C1OC[C@@H](F)O1.O=C1OC[C@@H](F)O1.O=C1OC[C@@H](F)O1.O=C1OC[C@@H](F)O1.O=C1OC[C@@H](F)O1.O=C1OC[C@@H](F)O1.O=C1OC[C@@H](F)O1.O=C1OC[C@@H](F)O1.O=C1OC[C@@H](F)O1.C[N+](=O)[O-].

=====

(2)
A cluster of 12 separate species, C37H103N13O17 in total, computed with ωB97M-V/def2-TZVPD.

Last column: Mulliken charge in e.
Positions of all 170 atoms, in Å:
O1 1.8734 -4.9717 -1.7695  -0.51
O2 0.4617 -2.6397 1.8049  -0.71
O3 1.8332 -0.3647 -5.0479  0.08
O4 -2.1755 3.9675 -5.9207  -0.27
O5 1.6859 8.2038 1.0038  -0.27
O6 -5.2329 2.2078 5.5104  -0.42
O7 -6.7123 -2.4355 6.4118  -0.33
O8 -1.8066 1.6774 1.6977  0.15
O9 1.9336 3.1998 2.0025  -0.17
O10 -3.4615 -2.5139 3.4249  -0.61
O11 3.6638 -0.8516 1.3967  -0.47
O12 0.0767 1.8753 -1.9171  0.27
O13 4.9324 -5.9931 -3.0979  -0.13
O14 4.1287 -1.2679 -2.7278  0.20
O15 -5.1391 2.0238 -0.0507  -0.82
O16 1.4974 -1.0115 6.2391  -0.58
O17 -1.8924 -6.7274 1.9185  -0.58
N1 5.5373 -3.3587 -4.0894  -0.34
N2 -2.1148 4.0130 -2.9665  -0.50
N3 0.8043 -0.4358 1.3553  2.56
N4 -3.3025 3.3825 1.5333  0.09
N5 -3.8832 0.1191 0.2233  0.26
N6 5.3486 -2.1084 2.2517  -0.48
N7 -1.4425 3.6518 2.7870  -0.35
N8 -5.3843 -0.5753 4.5593  0.03
N9 2.0393 -3.0242 -3.8860  0.45
N10 3.2344 -2.9909 2.0539  0.11
N11 -1.0416 -0.9955 2.4445  0.50
N12 2.2760 5.4723 0.0478  -0.44
N13 -5.9342 0.0549 -0.8277  -0.44
C1 2.6603 3.1557 0.7784  -0.04
C2 -1.1892 -5.5461 2.2703  -0.10
C3 2.3847 2.3539 3.0219  -0.90
C4 0.0628 -1.4598 1.8534  -0.09
C5 -1.8068 3.3370 -1.7058  -0.25
C6 1.8950 4.0763 -0.1506  -0.08
C7 1.3693 6.4113 -0.5676  0.04
C8 1.8282 7.8480 -0.3528  -0.86
C9 -2.1759 2.8373 1.9812  -0.30
C10 -6.6056 -3.7196 6.9845  -0.78
C11 5.3792 -7.1608 -2.4422  -0.80
C12 -1.3404 1.8935 -1.7580  -0.16
C13 4.0614 -1.9487 1.7983  0.47
C14 1.1365 -2.8882 -2.7388  0.59
C15 -5.0895 0.5689 3.7029  -0.39
C16 -4.9668 0.8079 -0.2314  0.87
C17 -3.9474 2.7609 5.4797  -0.56
C18 -6.7462 -1.0961 4.3794  -0.70
C19 4.1174 -0.3101 -1.6978  -0.47
C20 0.8362 -1.3535 -5.2932  -0.59
C21 -1.3463 4.7997 -5.1480  -0.71
C22 5.1818 -1.0386 -3.6320  -1.10
C23 -3.2571 -3.4659 4.4530  -0.45
C24 1.5756 0.8710 -5.6667  -0.67
C25 5.2690 -2.0779 -4.7236  -0.38
C26 1.1871 -1.4481 4.9122  0.19
C27 5.2530 -4.4759 -4.9500  -0.20
C28 0.6617 0.5942 -2.0422  -0.82
C29 -5.7411 1.8463 4.2343  -0.71
C30 1.6828 -3.6126 -1.5071  0.03
C31 2.4799 9.2862 1.4006  -0.78
C32 -0.9441 4.1137 -3.8450  0.53
C33 2.5095 -5.6380 -0.7139  -0.16
C34 5.7024 -5.7587 -4.2643  -1.10
C35 -6.8278 -2.4899 5.0119  -0.50
C36 1.4277 -2.7539 -5.1941  -0.99
C37 -2.5399 4.5500 -7.1456  -0.80
H1 -3.2049 5.4127 -7.0324  0.29
H2 0.5415 -1.2991 -6.3496  0.61
H3 -7.5576 -4.2603 6.9649  0.30
H4 5.1874 -8.0447 -3.0619  0.31
H5 -1.7906 1.4184 -2.6398  0.47
H6 -1.7566 4.5665 3.0380  0.18
H7 -7.5239 -0.3890 4.6830  0.47
H8 0.4810 0.5170 1.3746  -0.38
H9 2.2795 9.5527 2.4365  0.24
H10 1.2599 6.2366 -1.6415  0.08
H11 -3.4336 -4.4925 4.1265  0.28
H12 5.0491 -0.3371 -1.1242  0.41
H13 1.7214 0.7871 -2.2033  -0.03
H14 5.0615 -0.0474 -4.0939  0.47
H15 -5.7788 -0.9335 -0.8905  0.13
H16 -6.8092 1.6902 4.3840  0.39
H17 0.3401 0.1650 -3.0051  -0.03
H18 -5.2676 -0.2043 5.4996  0.27
H19 2.8683 7.9457 -0.6714  0.39
H20 -5.6588 2.6749 3.5231  0.35
H21 2.3956 5.6426 1.0394  0.35
H22 6.0580 -1.8621 -5.4530  0.48
H23 3.4722 2.2480 3.0001  0.42
H24 -7.8091 -2.9342 4.7888  0.44
H25 -3.9970 0.6384 3.6453  0.26
H26 4.8132 -7.2543 -1.5195  0.19
H27 5.8155 -4.4284 -5.8876  0.48
H28 2.2389 -2.8195 -5.9216  0.28
H29 2.2285 10.2163 0.8687  0.30
H30 1.9172 -5.6218 0.2061  -0.15
H31 5.7023 -6.6392 -4.9251  0.50
H32 5.0092 -3.3934 -3.2247  0.24
H33 -1.6479 4.9048 -7.6802  0.33
H34 1.1433 8.4324 -0.9785  0.38
H35 -0.1315 4.6813 -3.3668  -0.16
H36 -1.6626 -4.6540 1.8569  0.10
H37 -3.2052 0.6362 0.7753  -0.81
H38 0.8243 3.8580 -0.1008  -0.41
H39 0.7578 -0.6245 4.3390  -0.08
H40 0.3746 -0.1116 -1.2611  0.46
H41 -0.5492 5.2681 -5.7382  0.51
H42 0.8757 0.8271 -6.5046  0.38
H43 -1.6085 -1.6032 3.0197  0.17
H44 -2.7269 3.3421 -1.1118  0.14
H45 -0.5798 3.2833 3.1465  0.12
H46 2.4914 2.1385 0.4031  -0.14
H47 -3.1501 2.0148 5.3735  0.21
H48 -0.1703 -5.5648 1.8703  0.06
H49 -2.2925 4.9861 -2.7342  0.36
H50 -6.4376 -3.5163 8.0457  0.26
H51 4.1927 -4.5662 -5.2242  0.04
H52 -2.2204 -3.3755 4.7941  0.10
H53 -2.9810 3.7599 -7.7492  0.24
H54 2.2346 -2.7840 1.9798  -0.27
H55 4.3523 -2.0252 -5.3363  -0.07
H56 6.7641 -5.7442 -3.9791  0.44
H57 2.5276 1.2906 -5.9940  0.28
H58 -1.9471 5.6800 -4.8553  0.32
H59 -2.2705 -6.6343 1.0429  0.32
H60 0.0209 -1.1527 -4.5947  0.31
H61 0.6637 -3.5165 -5.3508  0.49
H62 -3.8284 3.4591 4.6471  0.21
H63 5.7362 -3.0022 2.4759  0.13
H64 -1.6371 1.3424 -0.8641  -0.15
H65 -6.8904 -1.2171 3.3021  0.35
H66 3.7169 3.4208 0.8463  0.53
H67 2.7039 -2.2655 -3.7227  -0.53
H68 2.2086 3.8666 -1.1810  0.28
H69 5.9241 -1.2876 2.2029  0.25
H70 -3.7376 3.2778 6.4155  0.34
H71 -6.7271 0.4878 -1.2569  0.25
H72 0.3476 6.2893 -0.1706  0.18
H73 -1.1814 4.0283 -1.1226  -0.02
H74 -1.3605 -0.0993 2.1079  -0.31
H75 2.6879 -6.6862 -0.9582  0.32
H76 -5.7773 -4.3465 6.6497  0.30
H77 -5.3786 0.4746 2.6523  0.00
H78 2.0170 2.6689 4.0027  0.29
H79 -3.9751 2.8802 0.9426  0.02
H80 1.7261 -0.5934 0.9674  -1.38
H81 2.2701 -0.4483 6.1457  0.32
H82 4.0656 0.7177 -2.0833  0.45
H83 0.5414 -2.3217 4.9046  0.13
H84 1.1423 1.6096 -4.9805  0.00
H85 -0.5655 3.1009 -3.9882  -0.26
H86 0.9539 -1.8232 -2.5370  -0.79
H87 -6.0939 -3.1063 4.4848  0.24
H88 6.4594 -7.1234 -2.2680  0.35
H89 2.6093 -3.1105 -1.2043  0.02
H90 -1.1051 -5.4927 3.3541  0.20
H91 0.1109 -3.2064 -2.9639  0.62
H92 0.8869 -3.5259 -0.7541  0.19
H93 -4.1513 -1.8931 3.7358  0.26
H94 1.9697 1.3355 2.9825  0.18
H95 -3.8138 -0.8372 -0.0631  0.23
H96 2.0981 -1.7277 4.3733  0.03
H97 3.2660 -0.4429 -1.0377  -0.46
H98 -3.5252 4.3131 1.8331  0.17
H99 3.5041 -5.1964 -0.5795  0.15
H100 3.5651 -3.8462 2.4512  0.22
H101 6.1558 -0.9540 -3.1343  0.44
H102 -3.8913 -3.2508 5.3175  0.25
H103 3.5380 9.0978 1.1982  0.33

The HOMO energy comes out at -0.296 hartree. As for the SMILES: COCCNCCOC.COCCNCCOC.COCCNCCOC.COCCNCCOC.COCCNCCOC.NC(N)=O.NC(N)=O.NC(N)=O.NC(N)=O.CO.CO.CO.

=====

Looking at gap between HOMO and LUMO for the records above, in order, we have 10.91 8.41 eV.
Looking at ΔE to the lowest compared entry with this formula, charge and spin for the records above, in order, we have 894.17 0.00 kJ/mol.
Looking at calculated total energy for the records above, in order, we have -4661.94721 -3462.34185 Ha.